108
Properties=species:S:1:pos:R:3 method="wB97M-V/def2-TZVPD" charge=0 gap_ev=11.3 e_above_lowest_kj_mol=372.9 smiles=CCCC#N.CCCC#N.CCCC#N.CCCC#N.CCCC#N.CCCC#N.CCCC#N.CCCC#N.CCCC#N energy_ev=-51760.1545
N 21.422 -14.969 -3.256
N 20.387 -9.820 -15.159
N 16.994 -11.820 -13.182
N 21.354 -3.920 -11.424
N 22.772 -16.185 -10.141
N 17.725 -7.104 -11.663
N 23.664 -8.861 -10.789
N 14.328 -15.725 -18.399
N 16.779 -10.649 -17.124
C 14.557 -7.493 -16.703
C 15.940 -9.075 -15.109
C 13.932 -12.771 -16.708
C 20.664 -15.119 -4.091
C 18.918 -6.576 -16.777
C 17.445 -4.571 -10.831
C 23.946 -10.964 -9.297
C 22.657 -6.842 -13.586
C 20.347 -9.304 -16.193
C 19.147 -7.700 -17.746
C 19.659 -15.279 -5.189
C 19.705 -14.169 -6.288
C 15.558 -7.662 -15.469
C 17.423 -3.087 -12.824
C 14.595 -13.027 -15.331
C 13.733 -14.914 -17.850
C 21.315 -5.026 -11.420
C 21.937 -16.969 -10.131
C 19.775 -12.161 -10.086
C 16.600 -3.494 -11.585
C 20.897 -17.970 -10.198
C 21.211 -6.534 -11.345
C 16.387 -9.941 -16.273
C 19.355 -12.765 -5.757
C 17.965 -11.360 -12.727
C 24.702 -12.189 -9.995
C 23.847 -9.770 -10.091
C 19.447 -16.331 -11.338
C 20.395 -8.638 -17.523
C 12.987 -13.923 -17.107
C 24.007 -12.885 -11.208
C 20.074 -17.757 -11.460
C 21.324 -7.116 -12.754
C 19.205 -10.710 -12.245
C 19.639 -10.738 -10.679
C 17.574 -5.984 -11.305
H 20.201 -12.235 -5.320
H 12.200 -13.615 -17.797
H 20.378 -12.861 -10.664
H 13.880 -13.102 -14.512
H 22.874 -5.773 -13.569
H 15.115 -9.679 -14.732
H 18.602 -15.272 -4.922
H 15.274 -12.251 -14.979
H 16.482 -7.139 -15.716
H 24.984 -12.963 -9.281
H 18.489 -4.266 -10.764
H 16.762 -2.603 -13.542
H 18.816 -10.335 -10.089
H 18.880 -16.107 -12.242
H 16.255 -2.722 -10.896
H 21.337 -8.117 -17.697
H 20.369 -9.313 -18.378
H 20.712 -14.136 -6.704
H 20.058 -15.439 -11.203
H 21.972 -6.990 -10.712
H 13.755 -8.229 -16.763
H 15.164 -13.956 -15.357
H 21.433 -18.919 -10.230
H 18.060 -5.938 -16.988
H 24.721 -10.561 -8.646
H 23.044 -11.265 -8.765
H 20.182 -6.766 -11.070
H 15.096 -7.562 -17.648
H 15.137 -7.275 -14.541
H 13.434 -11.801 -16.713
H 17.701 -3.998 -13.354
H 18.898 -12.107 -6.496
H 18.266 -2.408 -12.694
H 18.796 -12.616 -9.934
H 15.675 -3.919 -11.975
H 20.522 -10.103 -10.615
H 13.982 -6.568 -16.738
H 23.459 -7.276 -12.988
H 23.713 -12.025 -11.809
H 21.255 -8.193 -12.601
H 19.810 -16.184 -5.778
H 24.491 -13.554 -11.919
H 14.674 -12.573 -17.482
H 20.074 -11.016 -12.828
H 18.732 -16.276 -10.518
H 19.062 -14.438 -7.126
H 20.761 -17.760 -12.306
H 19.160 -7.295 -18.758
H 22.524 -7.428 -14.496
H 20.296 -17.921 -9.291
H 20.235 -12.001 -9.111
H 18.759 -12.926 -4.859
H 19.726 -5.846 -16.730
H 20.540 -6.727 -13.403
H 16.765 -9.162 -14.402
H 23.097 -13.346 -10.824
H 12.587 -14.491 -16.268
H 19.002 -9.646 -12.362
H 19.334 -18.533 -11.660
H 17.108 -4.616 -9.795
H 18.875 -7.096 -15.819
H 25.661 -11.891 -10.418
H 18.223 -8.273 -17.681